Below is a cluster of 12 separate species, C32H92N4O14 in total, with properties calculated with ωB97M-V/def2-TZVPD.

The geometry in ORCA input format:
```
! wB97M-V def2-TZVPD RIJCOSX def2/J DEFGRID3
* xyz 0 1
C 3.75151 3.27589 -7.99618
O 2.62594 2.83216 -7.34376
C 2.66938 2.68705 -5.92081
C 1.44983 1.99448 -5.40957
C 0.28850 2.94037 -5.64107
N 1.56935 1.55631 -4.02671
H 4.00486 4.29935 -7.79390
H 3.60472 3.07247 -9.05859
H 4.68766 2.72901 -7.62162
H 3.56754 2.11569 -5.58445
H 2.77169 3.66507 -5.46579
H 1.26315 1.06787 -5.95383
H 0.49403 3.47940 -6.54305
H 0.20172 3.56958 -4.78217
H -0.63838 2.40200 -5.86415
H 1.56590 2.32124 -3.41589
H 2.44203 1.07644 -3.89937
C 6.06010 -0.13093 -2.35229
O 5.60672 0.19367 -1.03005
C 4.76915 -0.74115 -0.45719
C 4.49941 -0.31880 1.00899
C 3.91929 1.04843 1.04778
N 5.74441 -0.26326 1.84582
H 5.27381 -0.03669 -3.14457
H 6.46221 -1.15508 -2.37399
H 6.73046 0.70656 -2.70172
H 3.78042 -0.78821 -1.02120
H 5.05455 -1.78208 -0.59577
H 3.82038 -1.00781 1.55532
H 3.18143 1.11667 0.26624
H 4.71152 1.74922 0.77108
H 3.60222 1.28487 2.08349
H 6.34395 0.29993 1.25059
H 6.17621 -1.18355 1.72727
C -3.80490 -4.72670 3.36077
O -3.75616 -3.34916 3.19928
C -4.74766 -2.80828 2.31694
C -4.34496 -1.40479 1.93673
C -5.49044 -0.79697 1.09417
N -3.07984 -1.28998 1.19908
H -2.88899 -4.91193 3.89263
H -3.73709 -5.27362 2.44000
H -4.72272 -4.95700 3.91647
H -4.81664 -3.41319 1.44294
H -5.77589 -2.80538 2.73291
H -4.23162 -0.73248 2.75054
H -5.34995 0.30038 1.03166
H -6.41735 -0.96648 1.62512
H -5.52270 -1.32279 0.07376
H -2.34805 -1.70511 1.76162
H -3.09246 -1.75823 0.28463
C -1.59499 6.22754 2.55253
O -2.24488 5.07530 2.98038
C -1.95823 3.97911 2.11058
C -2.99259 2.81624 2.22844
C -2.64260 1.95427 3.45754
N -2.99462 1.96231 1.06492
H -1.59587 6.39928 1.49065
H -0.57939 6.26266 2.90739
H -2.02523 7.11513 2.95216
H -2.00763 4.22029 1.01715
H -0.89248 3.79894 2.25497
H -3.87870 3.34446 2.44421
H -2.48122 2.68374 4.28083
H -1.76486 1.33940 3.39140
H -3.47053 1.31488 3.63180
H -3.46365 2.28934 0.26401
H -3.24497 1.01325 1.15111
O 0.15744 6.16951 -1.40271
C 1.37120 5.47984 -1.43371
C 1.22894 4.10356 -0.84887
O 0.42108 3.35123 -1.76829
H -0.55323 5.63235 -1.66107
H 1.77792 5.35148 -2.45944
H 2.03852 6.09791 -0.83704
H 0.63612 4.16209 0.07659
H 2.28171 3.70215 -0.69609
H -0.02776 2.70138 -1.13992
O 0.20822 -5.24870 1.01715
C 0.33051 -3.83570 1.46140
C 1.08295 -3.84505 2.75984
O 0.27878 -4.51935 3.76286
H -0.42998 -5.28304 0.29524
H 0.83637 -3.18227 0.69582
H -0.65595 -3.37540 1.60173
H 1.21113 -2.84364 3.22577
H 2.02609 -4.35459 2.67876
H 0.00148 -5.34288 3.41079
C 3.56745 0.81464 6.35813
C 3.25652 -0.18017 5.20948
O 2.37679 0.30885 4.18873
H 4.42661 0.43784 6.92091
H 2.68646 0.98860 6.96898
H 3.80001 1.78251 5.82832
H 3.00112 -1.18034 5.56718
H 4.18588 -0.39377 4.66736
H 1.52472 0.56337 4.55581
C -0.53153 -2.04993 6.84857
C -1.73977 -1.85693 5.90471
O -1.41547 -1.25966 4.62624
H 0.01416 -2.89415 6.44991
H -0.84650 -2.21149 7.86915
H 0.10888 -1.20629 6.71735
H -2.59397 -1.33550 6.38027
H -2.15319 -2.89225 5.71127
H -1.55552 -1.96493 4.00246
C -2.75744 -5.21071 -2.89759
C -3.55925 -4.11635 -2.13148
O -2.67745 -3.36228 -1.24456
H -1.86132 -4.85832 -3.48112
H -3.37986 -5.62114 -3.67247
H -2.51672 -6.03990 -2.26739
H -4.17988 -4.73353 -1.51219
H -4.14562 -3.41840 -2.71701
H -2.42280 -2.61630 -1.79442
C 0.76158 -3.08620 -4.54623
C 1.33969 -1.69430 -4.20381
O 0.49717 -1.05743 -3.23511
H -0.27434 -2.97718 -4.85861
H 0.68310 -3.74170 -3.70407
H 1.28670 -3.57030 -5.41342
H 1.29252 -1.11220 -5.11090
H 2.32306 -1.81027 -3.73233
H 0.65181 -0.10666 -3.28496
C -2.33573 1.12043 -3.94239
C -2.94537 0.15318 -2.92389
O -2.28679 -1.12332 -2.91206
H -1.24810 1.19329 -3.65390
H -2.82349 2.05888 -3.82497
H -2.41828 0.73110 -4.99140
H -3.96144 -0.04842 -3.25647
H -3.02410 0.52773 -1.89696
H -1.32911 -1.03527 -3.25661
C 0.51659 -0.17127 1.46692
C 0.04097 0.03294 0.05011
O -0.41096 1.39645 -0.15218
H 1.19875 -1.06617 1.52503
H -0.33107 -0.39948 2.15308
H 1.02336 0.68088 1.82614
H -0.76322 -0.61609 -0.38095
H 0.92109 -0.17040 -0.61993
H -1.31406 1.52683 0.28629
*
```

## Properties
Relative energy (zero: lowest compared OMol25 entry of this formula, charge and spin), kcal per mole: 153.18
SMILES: COC[C@H](C)N.COC[C@H](C)N.COC[C@H](C)N.COC[C@H](C)N.OCCO.OCCO.CCO.CCO.CCO.CCO.CCO.CCO
E_HOMO, eV: -9.392
Gap between HOMO and LUMO, eV: 9.9
DFT total energy, eV: -69296.037

Löwdin population analysis, charges in e, atoms 1 to 99: atom 1 (C): -0.14, atom 2 (O): -0.19, atom 3 (C): -0.20, atom 4 (C): -0.42, atom 5 (C): -0.03, atom 6 (N): 0.07, atom 7 (H): 0.07, atom 8 (H): 0.09, atom 9 (H): 0.10, atom 10 (H): 0.13, atom 11 (H): 0.13, atom 12 (H): 0.13, atom 13 (H): 0.07, atom 14 (H): 0.07, atom 15 (H): 0.07, atom 16 (H): 0.04, atom 17 (H): 0.08, atom 18 (C): -0.09, atom 19 (O): -0.20, atom 20 (C): -0.25, atom 21 (C): -0.42, atom 22 (C): -0.08, atom 23 (N): 0.04, atom 24 (H): 0.08, atom 25 (H): 0.09, atom 26 (H): 0.10, atom 27 (H): 0.13, atom 28 (H): 0.11, atom 29 (H): 0.13, atom 30 (H): 0.06, atom 31 (H): 0.08, atom 32 (H): 0.08, atom 33 (H): 0.06, atom 34 (H): 0.07, atom 35 (C): -0.11, atom 36 (O): -0.20, atom 37 (C): -0.19, atom 38 (C): -0.42, atom 39 (C): -0.05, atom 40 (N): 0.08, atom 41 (H): 0.08, atom 42 (H): 0.08, atom 43 (H): 0.10, atom 44 (H): 0.11, atom 45 (H): 0.13, atom 46 (H): 0.11, atom 47 (H): 0.07, atom 48 (H): 0.06, atom 49 (H): 0.11, atom 50 (H): 0.05, atom 51 (H): 0.06, atom 52 (C): -0.13, atom 53 (O): -0.16, atom 54 (C): -0.19, atom 55 (C): -0.37, atom 56 (C): -0.03, atom 57 (N): 0.06, atom 58 (H): 0.08, atom 59 (H): 0.08, atom 60 (H): 0.08, atom 61 (H): 0.12, atom 62 (H): 0.12, atom 63 (H): 0.12, atom 64 (H): 0.10, atom 65 (H): 0.06, atom 66 (H): 0.05, atom 67 (H): 0.08, atom 68 (H): 0.02, atom 69 (O): -0.04, atom 70 (C): -0.27, atom 71 (C): -0.24, atom 72 (O): -0.13, atom 73 (H): 0.05, atom 74 (H): 0.12, atom 75 (H): 0.12, atom 76 (H): 0.11, atom 77 (H): 0.13, atom 78 (H): 0.05, atom 79 (O): -0.08, atom 80 (C): -0.21, atom 81 (C): -0.22, atom 82 (O): -0.08, atom 83 (H): 0.07, atom 84 (H): 0.12, atom 85 (H): 0.10, atom 86 (H): 0.12, atom 87 (H): 0.11, atom 88 (H): 0.05, atom 89 (C): -0.08, atom 90 (C): -0.32, atom 91 (O): -0.10, atom 92 (H): 0.07, atom 93 (H): 0.06, atom 94 (H): 0.09, atom 95 (H): 0.10, atom 96 (H): 0.10, atom 97 (H): 0.08, atom 98 (C): -0.07, atom 99 (C): -0.29